{
  "formula": "C7H14N3",
  "method": "wB97M-V/def2-TZVPD",
  "symbols": ["N", "N", "N", "C", "C", "C", "C", "C", "C", "C", "H", "H", "H", "H", "H", "H", "H", "H", "H", "H", "H", "H", "H", "H"],
  "positions_angstrom": [[1.7066, 0.9751, -0.2381], [-0.3266, 0.0883, -0.0436], [-1.6675, -0.1354, 0.0345], [0.9196, -1.1391, 0.0014], [3.4251, -0.9630, -0.0597], [-0.3039, 2.3888, -0.4182], [2.0090, -0.4422, -0.1225], [-2.0035, -1.0931, -1.0447], [-2.0373, -0.5175, 1.4510], [0.4019, 1.1506, -0.0862], [4.0803, -0.2668, -0.5708], [-1.6792, 0.3917, 1.9925], [-2.1014, -2.1407, -0.7490], [-3.1432, -0.5465, 1.4878], [-1.3571, 2.2686, -0.1792], [3.5523, -2.0800, -0.2295], [3.6389, -0.8389, 1.0314], [0.2550, 3.1733, 0.1358], [0.5700, -2.0867, 0.2372], [-1.3812, -1.0737, -1.8523], [2.3319, 1.7520, -0.3208], [-1.5616, -1.4524, 1.6980], [-0.2009, 2.4720, -1.5642], [-2.8862, -0.8242, -1.5525]],
  "smiles": "Cc1cn(N(C)C)c(C)[nH+]1",
  "homo_lumo_gap_ev": 10.579,
  "e_above_lowest_ev": 3.475,
  "charge": 1,
  "homo_ev": -13.370,
  "energy_ha": -439.0605
}

***

{
  "formula": "C38H42Br2F9N6O4S",
  "method": "wB97M-V/def2-TZVPD",
  "symbols": ["Br", "Br", "S", "F", "F", "F", "F", "F", "F", "F", "F", "F", "O", "O", "O", "O", "N", "N", "N", "N", "N", "N", "C", "C", "C", "C", "C", "C", "C", "C", "C", "C", "C", "C", "C", "C", "C", "C", "C", "C", "C", "C", "C", "C", "C", "C", "C", "C", "C", "C", "C", "C", "C", "C", "C", "C", "C", "C", "C", "C", "H", "H", "H", "H", "H", "H", "H", "H", "H", "H", "H", "H", "H", "H", "H", "H", "H", "H", "H", "H", "H", "H", "H", "H", "H", "H", "H", "H", "H", "H", "H", "H", "H", "H", "H", "H", "H", "H", "H", "H", "H", "H"],
  "positions_angstrom": [[-2.1368, 0.9494, 4.3932], [1.0248, -0.6193, 2.7528], [-8.4407, -2.9461, 0.8303], [-8.7828, -0.0401, 3.5251], [-7.4495, -1.9800, 0.0138], [-7.1607, -3.9118, 1.1280], [-7.0809, -2.5711, 3.0580], [-9.7563, -2.1121, 0.4709], [-8.4969, 0.1748, 1.3645], [-9.1924, -2.3985, 3.2861], [-8.6543, -3.7827, -0.5314], [-9.3443, -4.0732, 1.5872], [-3.1232, 0.8699, -1.5362], [-4.2241, -1.4757, 4.3538], [-4.1965, -1.0533, -1.8723], [-3.3659, -3.0913, 3.1982], [4.4050, -0.3001, 2.6298], [3.8593, 1.0486, -2.3177], [-4.2317, 0.1842, 2.1477], [7.2130, 5.1029, -5.9459], [2.0725, 4.7385, -4.0414], [-1.4107, -7.9468, 4.5549], [7.3364, 5.7915, -4.8084], [8.3916, 6.8734, -7.0605], [3.3944, 5.4893, -6.3780], [-0.7991, -1.3234, 3.2213], [-6.5849, 0.0371, 2.7631], [1.5769, 5.6744, -4.8534], [7.9676, 7.0220, -4.7162], [-3.2138, -0.2792, -1.2554], [4.8341, -1.9099, 0.9004], [-5.5064, -0.3676, 1.7104], [3.9946, -1.0736, 1.6216], [4.6567, 0.9012, -1.2569], [6.1758, -1.9442, 1.2419], [-1.8149, -0.1978, 2.7908], [-2.5576, -8.5456, 4.2263], [5.7018, -0.3501, 2.9430], [-2.3899, -5.8596, 3.8655], [-8.0209, -0.4986, 2.4546], [7.7377, 5.6516, -7.0446], [-3.8688, 1.4536, 1.4996], [-2.8971, -1.6514, 0.9432], [6.6325, 0.9498, -2.5812], [3.2310, 4.1783, -4.4003], [-3.6107, -1.8501, 3.3500], [3.9292, 4.5163, -5.5498], [-8.1699, -2.0608, 2.4616], [6.0407, 0.8482, -1.3332], [2.1925, 6.0830, -6.0272], [8.5060, 7.5703, -5.8686], [-3.5674, -6.5045, 3.5311], [4.4517, 1.1462, -3.5107], [-0.7389, -1.6397, 4.7412], [-3.6582, -7.8767, 3.7126], [6.6244, -1.1482, 2.2843], [-3.1590, -0.8033, 2.2314], [-1.3468, -6.6229, 4.3691], [5.8246, 1.1014, -3.6973], [-2.2012, -0.8865, -0.2526], [-0.2124, -2.6222, 4.8346], [8.0355, 7.5362, -3.7668], [-4.4042, -5.9424, 3.1341], [-2.5835, -9.6189, 4.3889], [-1.5099, -0.0812, 0.0482], [-1.5884, -1.6262, -0.8205], [-1.7445, -1.7926, 5.1905], [-4.6462, 1.8570, 0.8148], [6.0044, 0.2877, 3.7671], [7.7107, 0.9117, -2.6838], [4.1477, 0.8229, -0.3032], [7.6655, -1.1466, 2.5802], [6.6369, 0.7298, -0.4378], [7.6200, 5.0712, -7.9538], [3.7787, 1.2670, -4.3530], [9.0085, 8.5297, -5.8385], [-5.8230, 0.0956, 0.7380], [-2.2387, -2.5135, 1.1729], [-5.5181, -1.4625, 1.5455], [4.4468, -2.5170, 0.0928], [6.2494, 1.1839, -4.6894], [-1.3167, 0.4793, 2.0765], [6.9019, 5.3209, -3.9326], [3.9084, 5.7813, -7.2865], [3.6078, 3.4225, -3.7238], [-0.4028, -6.1628, 4.6429], [-3.8179, -2.1106, 0.5198], [-2.9118, 1.4549, 0.9455], [6.8647, -2.5834, 0.7019], [-3.7586, 2.2213, 2.3064], [8.7994, 7.2685, -7.9815], [1.7423, 6.8461, -6.6488], [-0.1327, -0.9237, 5.3261], [-6.6965, 1.1455, 2.6915], [-0.9141, -2.2706, 2.6692], [-2.2865, -4.7886, 3.7376], [-4.8225, -1.2808, -1.1598], [2.9322, -1.0093, 1.3896], [0.6364, 6.1124, -4.5357], [-4.5630, -8.4159, 3.4620], [-6.2930, -0.1680, 3.8103], [4.8661, 4.0308, -5.7896]],
  "homo_lumo_gap_ev": 6.856,
  "charge": -1,
  "homo_ev": -5.163,
  "energy_ha": -8547.6791
}

***

{
  "formula": "C27H24Br2N7O5SSn",
  "method": "wB97M-V/def2-TZVPD",
  "symbols": ["Sn", "Br", "Br", "S", "O", "O", "O", "O", "O", "N", "N", "N", "N", "N", "N", "N", "C", "C", "C", "C", "C", "C", "C", "C", "C", "C", "C", "C", "C", "C", "C", "C", "C", "C", "C", "C", "C", "C", "C", "C", "C", "C", "C", "H", "H", "H", "H", "H", "H", "H", "H", "H", "H", "H", "H", "H", "H", "H", "H", "H", "H", "H", "H", "H", "H", "H", "H"],
  "positions_angstrom": [[-0.7413, 0.2690, 0.3617], [-0.8385, 7.4100, -1.9922], [-4.7792, 3.6007, -0.7295], [1.1618, -1.4691, 1.6378], [-2.3467, 1.9373, -0.2091], [-0.0554, 1.4205, 2.3897], [-2.2485, -1.5897, 0.1423], [-0.6986, 2.3969, 4.3009], [-3.8605, -2.8718, 1.0856], [2.2056, 0.6433, 2.8772], [1.4206, -1.7479, -3.3912], [1.0522, -0.7518, -2.6866], [0.4334, -1.1767, -1.5710], [0.2942, 2.4378, -0.5981], [-2.2474, -0.0120, 2.2677], [1.0377, -2.8617, -2.7501], [3.6910, -1.1701, 2.5898], [2.0155, 3.8985, -1.3352], [-3.1184, -1.9130, 1.0078], [2.5524, 1.5528, -0.5868], [4.6685, -0.4676, 3.2497], [0.1454, -4.9758, -3.7547], [-2.9838, 4.0745, -0.9289], [-0.8835, 1.6632, 3.3505], [-0.6088, 3.3979, -0.8494], [-4.1642, -1.0313, 3.2011], [-3.2015, -0.9111, 2.2127], [1.5804, 2.6571, -0.8338], [3.1513, 1.3428, 3.5322], [4.3945, 0.8184, 3.7413], [-2.1615, 0.8437, 3.2805], [-2.6169, 5.3396, -1.3347], [0.4307, -2.4900, -1.6193], [-0.5030, -4.2889, -4.9532], [-1.2772, 5.6552, -1.4892], [1.3627, -4.1837, -3.2608], [-3.1149, 0.8475, 4.2826], [2.4179, -0.6049, 2.4027], [-2.0136, 3.0554, -0.6302], [-0.8701, -5.2336, -2.6423], [-4.1243, -0.1071, 4.2386], [-0.2492, 4.6840, -1.2865], [1.1175, 4.9107, -1.5296], [5.6460, -0.9065, 3.3948], [-1.3983, -4.3212, -2.3602], [1.8695, -4.7327, -2.4659], [-4.9019, -1.8167, 3.1495], [0.5445, -5.9410, -4.0780], [2.0556, -4.0175, -4.0840], [2.8670, 2.3269, 3.8762], [-4.8545, -0.1590, 5.0356], [-1.6162, -5.9512, -2.9793], [0.2140, -4.1600, -5.7648], [3.8680, -2.1620, 2.2026], [1.2577, 1.0565, 2.7326], [0.0163, -3.1401, -0.8695], [1.4479, 5.8826, -1.8681], [-0.9020, -3.3090, -4.6841], [-3.0324, 1.5809, 5.0713], [-3.3763, 6.0828, -1.5300], [2.1020, 0.7981, 0.0562], [3.0656, 4.0528, -1.5395], [-0.3863, -5.6474, -1.7549], [3.4770, 1.9194, -0.1429], [-1.3265, -4.8946, -5.3293], [2.7946, 1.0825, -1.5397], [5.1426, 1.3774, 4.2813]],
  "homo_lumo_gap_ev": [6.019, 4.820],
  "e_above_lowest_ev": 2.879,
  "charge": 1,
  "homo_ev": [-11.118, -10.608],
  "energy_ha": -7563.1291
}

***

{
  "formula": "C56H84O42",
  "method": "wB97M-V/def2-TZVPD",
  "symbols": ["O", "O", "O", "O", "O", "O", "O", "O", "O", "O", "O", "O", "O", "O", "O", "O", "O", "O", "O", "O", "O", "O", "O", "O", "O", "O", "O", "O", "O", "O", "O", "O", "O", "O", "O", "O", "O", "O", "O", "O", "O", "O", "C", "C", "C", "C", "C", "C", "C", "C", "C", "C", "C", "C", "C", "C", "C", "C", "C", "C", "C", "C", "C", "C", "C", "C", "C", "C", "C", "C", "C", "C", "C", "C", "C", "C", "C", "C", "C", "C", "C", "C", "C", "C", "C", "C", "C", "C", "C", "C", "C", "C", "C", "C", "C", "C", "C", "C", "H", "H", "H", "H", "H", "H", "H", "H", "H", "H", "H", "H", "H", "H", "H", "H", "H", "H", "H", "H", "H", "H", "H", "H", "H", "H", "H", "H", "H", "H", "H", "H", "H", "H", "H", "H", "H", "H", "H", "H", "H", "H", "H", "H", "H", "H", "H", "H", "H", "H", "H", "H", "H", "H", "H", "H", "H", "H", "H", "H", "H", "H", "H", "H", "H", "H", "H", "H", "H", "H", "H", "H", "H", "H", "H", "H", "H", "H", "H", "H", "H", "H", "H", "H"],
  "positions_angstrom": [[5.7040, 4.2073, -0.1727], [5.3141, -3.9169, 3.6922], [3.1529, 4.1746, 4.1275], [-1.5486, -7.8371, -2.3419], [4.7244, 2.6504, -6.3781], [0.8428, 1.5518, -0.9868], [-1.0726, -4.7077, 7.1360], [4.8559, -1.7968, 2.9436], [-3.7815, -0.4355, -4.6361], [1.1891, -4.9428, 3.9917], [0.2251, 2.2013, 5.5547], [6.9526, 2.0585, -6.4441], [-2.6236, 2.3068, 1.6212], [-2.6236, 6.5028, -2.2178], [3.5868, -2.6367, 4.5299], [7.6339, 3.7294, -1.1394], [-2.3343, -0.9382, -6.2116], [5.4069, 0.9157, -5.2717], [7.2312, 5.9013, -0.4748], [-1.2652, -5.6813, -1.6564], [0.6241, 0.0784, 5.6522], [-0.9628, 5.7862, -0.9868], [-3.1469, 1.4867, 3.7173], [0.2766, -2.7229, -9.1855], [-2.7469, 6.6071, 0.0924], [0.3150, 0.9600, 3.6537], [-5.3370, -2.0304, -2.2760], [0.0087, -0.3662, -1.4158], [2.6483, 3.8319, 2.0411], [0.2963, -4.0659, 2.1200], [-0.3475, -0.6416, -10.0343], [-5.7382, -0.0698, -1.5577], [-4.5331, 1.1545, 2.0771], [1.5142, 0.4037, -2.8588], [0.9520, -4.0489, 8.1259], [0.5960, -0.7948, -8.0603], [-4.1726, -1.3384, -0.5341], [-0.1469, -2.8592, 6.5455], [1.8275, -5.7539, 2.0979], [-3.0732, -6.2356, -2.7551], [-3.6675, -2.5654, -5.2176], [4.7704, 3.3399, 2.7587], [1.7927, -6.8033, 5.2752], [-1.7169, 5.9954, -3.1826], [4.6453, -2.8670, 3.7350], [-4.9773, -1.1776, -1.3931], [4.2097, 2.4760, -0.9335], [-0.6986, -0.0134, -0.2389], [2.5833, 1.7683, -6.7979], [4.1275, -0.7194, 3.5078], [0.1337, -1.3177, -9.1460], [-2.1709, 1.0752, -3.7302], [-3.2604, -1.4274, -5.3503], [0.3669, 1.8654, 6.9501], [-2.0795, -4.4776, -1.6662], [-3.1878, -4.8144, -2.6364], [-6.5300, -1.6491, -2.9433], [1.8251, 4.6393, 3.9456], [-5.2272, 0.6568, 3.1371], [-0.7916, 2.6037, 7.7652], [3.5689, 0.2005, 2.3325], [0.9522, -1.5813, -5.8642], [3.5413, 2.2171, -5.6924], [0.2489, 4.4216, -2.6338], [6.8076, 2.5678, -1.2994], [-1.6499, -4.4399, 5.9212], [3.6274, 3.7502, 2.9330], [0.1346, 0.3769, 6.9305], [-1.5909, -2.2684, 4.6032], [-0.0116, 1.2936, 0.1034], [1.6247, 4.7032, 2.4425], [-6.8979, -0.3274, -2.3055], [-7.0280, 0.8842, -3.2684], [-2.3947, 0.4711, -6.1816], [0.8278, -3.0973, -7.9692], [2.9801, -1.4333, 4.2089], [2.7231, -6.2852, 2.9699], [-4.7294, 1.0817, 5.6151], [-4.1543, 0.6051, 4.2429], [4.0870, 1.0716, -4.8271], [5.6263, 2.7937, -0.3576], [-0.4732, 5.7182, -2.3294], [-3.1323, 0.7890, -4.9014], [1.2811, -1.7413, -7.3414], [-1.4929, -2.9121, 5.9668], [0.2700, 4.1486, 1.9378], [-1.9062, -6.6653, -2.2795], [-2.1205, 6.3313, -0.9703], [-0.0623, -3.8545, 7.4056], [-1.2312, -3.3656, -2.2160], [-0.5500, -1.0581, 0.7947], [5.7862, 1.9147, -6.0092], [2.2343, -5.7352, 4.2983], [0.8754, 0.4898, -1.8284], [0.3836, 1.1060, 4.8539], [6.8761, 4.7098, -0.5857], [-3.3160, 1.6697, 2.4081], [0.9930, -4.8969, 2.6538], [-3.7608, -0.4107, 4.2811], [-7.7133, -0.3795, -1.5839], [-2.9926, -4.3607, -3.6081], [3.4809, 2.6105, -0.1342], [-5.7441, -0.2766, 2.9141], [2.9101, 0.9336, -7.4179], [1.4211, 2.0119, 7.1852], [1.6632, -6.3768, 6.2699], [-1.6092, 2.0087, -3.7655], [1.6916, 5.6478, 4.3370], [6.3819, 2.5915, -2.3026], [-0.9442, -2.6843, 3.8306], [4.3360, 0.6772, 1.7221], [2.8988, -0.3775, 1.6961], [-5.0397, 2.0985, 5.3745], [2.4807, -7.6442, 5.3622], [-0.5531, 3.6667, 7.8005], [-1.0892, -4.8107, 5.0632], [-5.5337, 0.4589, 6.0067], [-2.1374, 5.1559, -3.7363], [2.9983, -5.0199, 4.6028], [-1.0449, -3.4118, -3.2890], [-0.3680, 3.5274, -2.5443], [0.6756, -0.1437, 7.7206], [-7.7399, 0.6170, -4.0494], [2.1152, -1.4459, 3.5457], [-6.0817, 1.1353, -3.7476], [-3.8655, 1.5788, -5.0651], [2.6585, -0.7972, 5.0336], [-7.3294, -2.3605, -2.7359], [1.5659, 1.5896, -6.4501], [-1.0653, -1.9718, 0.4985], [-0.9298, 0.2337, 7.1163], [-1.3530, -1.2047, 4.6078], [3.5038, 0.1670, -4.9990], [-0.0021, -2.0400, -5.6054], [3.7501, -5.9853, 2.7612], [2.6809, -7.3733, 2.9211], [-2.7127, 1.0651, -2.7845], [-0.8973, -0.6858, 1.7585], [-0.5195, 4.8404, 2.2314], [3.1330, 3.0779, -5.1628], [0.6101, 1.1730, 0.9905], [-0.3754, -3.2328, -1.5542], [-2.4413, -4.2909, -0.6551], [2.9085, 0.9573, 2.7559], [-1.9114, -2.5163, -2.1526], [-2.6587, -4.8528, 5.9290], [0.5014, -1.3149, 0.9236], [-1.8245, 2.6059, 7.4170], [4.8090, -0.1295, 4.1206], [-1.3809, 0.8685, -6.1343], [2.4691, 2.5218, -7.5772], [5.7831, 2.1760, 0.5266], [-6.4162, -1.5051, -4.0177], [0.6765, 4.4613, -3.6356], [-7.3047, 1.7842, -2.7193], [2.3608, -1.6824, -7.4789], [-0.8182, 2.2873, 8.8079], [0.1725, -3.6573, -7.3021], [-1.4651, 6.6509, -4.0163], [1.7943, -3.5637, -8.1601], [1.6992, -2.1481, -5.3086], [4.1282, 1.4927, -1.3966], [-1.4004, 0.3050, -3.6953], [0.1907, 6.5739, -2.4526], [3.8841, 3.2071, -1.6735], [-2.8093, 0.8426, -7.1187], [7.3419, 1.6252, -1.1808], [0.1134, 3.1157, 2.2488], [-4.0079, 1.1114, 6.4315], [3.9622, 1.4101, -3.7985], [1.1179, 3.9516, 4.4094], [0.3477, 4.2156, 0.8527], [-2.2976, -2.5053, 6.5792], [1.1881, 4.3495, -2.0854], [-0.6896, 2.1360, 0.2410], [1.0363, -0.5748, -5.4542], [-5.9720, 1.3984, 3.4258], [1.7932, 5.7161, 2.0767], [0.8280, -7.1739, 4.9287], [-4.1680, -4.5034, -2.2751], [-1.7535, 0.1601, -0.4515], [-2.6197, -2.3071, 4.2453]],
  "homo_lumo_gap_ev": 10.092,
  "e_above_lowest_ev": 5.669,
  "charge": 0,
  "homo_ev": -10.375,
  "energy_ha": -5344.4449
}

***

Among the records above, which one has the lowest charge? C38H42Br2F9N6O4S

***

What is the formula in the third record? C27H24Br2N7O5SSn

***

charge of number 4 (C56H84O42)? 0